(1)
DFT (wB97M-V/def2-TZVPD) results for an isolated molecule of C18H17FN2O3S.

Calculated values
Relative energy (zero: lowest compared OMol25 entry of this formula, charge and spin) ... 0.0 kcal per mole
Orbital gap ... 8.665 eV
HOMO energy ... -8.13 eV
Calculated total energy ... -41618.1016 eV
SMILES ... O=C(O)CCn1c(SCCOc2ccccc2F)nc2ccccc21

The geometry in ORCA input format:
```
! RIJCOSX wB97M-V def2-TZVPD def2/J DEFGRID3
* xyz 0 1
O -4.94 -0.69 -2.14
C -3.80 -1.02 -1.95
O -2.75 -0.37 -2.46
H -3.04 0.40 -2.97
C -3.37 -2.19 -1.10
H -2.33 -2.45 -1.33
C -3.48 -1.80 0.39
N -2.60 -0.72 0.72
C -1.28 -0.81 1.03
N -0.68 0.34 1.20
C -1.66 1.28 0.98
C -1.59 2.66 1.02
C -2.74 3.37 0.74
C -3.94 2.73 0.43
C -4.03 1.35 0.38
C -2.88 0.63 0.66
H -4.96 0.86 0.13
H -4.81 3.32 0.22
H -2.72 4.45 0.76
H -0.66 3.16 1.26
S -0.50 -2.36 1.19
C 1.15 -1.81 1.69
C 1.92 -1.24 0.51
H 1.95 -1.97 -0.31
O 3.23 -0.96 0.98
C 4.12 -0.31 0.19
C 3.97 0.04 -1.15
C 4.97 0.70 -1.84
C 6.15 1.03 -1.21
C 6.32 0.69 0.12
C 5.33 0.03 0.81
H 5.45 -0.24 1.84
H 7.24 0.94 0.63
H 6.93 1.55 -1.75
H 4.79 0.95 -2.88
F 2.84 -0.26 -1.84
H 1.43 -0.32 0.16
H 1.03 -1.05 2.47
H 1.66 -2.68 2.09
H -3.21 -2.66 1.01
H -4.51 -1.50 0.61
H -4.02 -3.04 -1.29
*
```

***

(2)
DFT (wB97M-V/def2-TZVPD) results for the ion C2H3N6 with charge +1 at a distorted geometry.

Calculated values
Relative energy (zero: lowest compared OMol25 entry of this formula, charge and spin) ... 11.7 kcal per mole
Orbital gap ... 8.577 eV
HOMO energy ... -15.30 eV
Calculated total energy ... -11051.2234 eV
SMILES ... N#[N+][C@]1(N)N=CN=N1

The geometry in ORCA input format:
```
! RIJCOSX wB97M-V def2-TZVPD def2/J DEFGRID3
* xyz 1 1
C -1.12 0.76 1.18
C 0.31 -0.12 -0.38
N 2.28 1.38 -0.23
N -0.88 0.96 -0.04
N -0.30 -0.18 1.76
N 0.53 -0.71 1.01
N 1.41 0.78 -0.57
N 0.03 -1.07 -1.24
H -1.91 1.33 1.66
H -0.72 -1.13 -1.86
H 0.37 -2.00 -1.27
*
```

***

(3)
DFT (wB97M-V/def2-TZVPD) results for a cluster of 6 separate species, C39H46BrF5OP2 in total.

Calculated values
Orbital gap ... 8.836 eV
HOMO energy ... -8.38 eV
Calculated total energy ... -145444.8157 eV
SMILES ... CCCCCCCP(CC)#P(O)Br.Fc1ccccc1.Fc1ccccc1.Fc1ccccc1.Fc1ccccc1.Fc1ccccc1

The geometry in ORCA input format:
```
! RIJCOSX wB97M-V def2-TZVPD def2/J DEFGRID3
* xyz 0 1
C -2.11 -0.98 2.57
C -0.75 -0.30 2.70
C -0.79 1.23 2.71
C -1.58 1.87 1.55
C -2.00 3.33 1.84
C -3.48 3.62 2.12
C -4.42 3.75 0.89
P -5.76 2.48 0.58
C -5.40 1.04 1.65
C -6.19 1.10 2.96
P -5.44 1.83 -1.50
O -6.06 0.31 -1.31
Br -3.23 1.29 -1.70
H -2.91 -0.39 3.03
H -2.11 -1.95 3.08
H -2.39 -1.17 1.53
H -0.09 -0.63 1.89
H -0.28 -0.63 3.63
H -1.16 1.60 3.67
H 0.24 1.60 2.62
H -0.93 1.87 0.67
H -2.44 1.26 1.28
H -1.42 3.68 2.70
H -1.70 3.97 1.00
H -3.50 4.60 2.61
H -3.88 2.92 2.86
H -3.82 3.86 -0.02
H -4.98 4.68 1.00
H -4.33 0.95 1.85
H -5.69 0.16 1.07
H -7.24 0.87 2.80
H -5.79 0.38 3.68
H -6.13 2.09 3.43
H -5.55 -0.33 -1.80
F 0.13 5.48 -6.60
C -0.11 4.32 -5.95
C -0.88 4.34 -4.81
C -1.12 3.14 -4.16
C -0.59 1.96 -4.65
C 0.19 1.97 -5.80
C 0.44 3.16 -6.47
H -1.28 5.28 -4.45
H -1.72 3.12 -3.26
H -0.78 1.02 -4.13
H 0.61 1.05 -6.19
H 1.03 3.19 -7.37
F 2.87 2.53 -8.38
C 3.42 3.29 -9.35
C 3.05 4.62 -9.43
C 3.61 5.40 -10.43
C 4.52 4.85 -11.33
C 4.86 3.51 -11.22
C 4.31 2.71 -10.23
H 2.34 5.03 -8.72
H 3.35 6.45 -10.50
H 4.95 5.46 -12.10
H 5.56 3.07 -11.92
H 4.56 1.67 -10.13
F -8.31 -1.16 3.89
C -7.61 -2.31 3.93
C -7.51 -2.98 5.13
C -6.77 -4.16 5.17
C -6.15 -4.63 4.02
C -6.27 -3.93 2.83
C -7.00 -2.75 2.77
H -7.99 -2.58 6.01
H -6.68 -4.70 6.10
H -5.57 -5.55 4.05
H -5.78 -4.30 1.93
H -7.11 -2.19 1.86
F 1.78 -1.45 0.45
C 2.78 -2.06 1.12
C 3.09 -3.36 0.81
C 4.12 -3.98 1.51
C 4.81 -3.29 2.49
C 4.48 -1.98 2.79
C 3.45 -1.35 2.10
H 2.53 -3.88 0.04
H 4.38 -5.01 1.27
H 5.61 -3.77 3.04
H 5.02 -1.44 3.56
H 3.17 -0.32 2.30
F 7.61 -3.08 4.33
C 8.29 -4.19 4.70
C 8.25 -5.29 3.87
C 8.95 -6.43 4.26
C 9.66 -6.45 5.45
C 9.68 -5.32 6.26
C 8.99 -4.17 5.89
H 7.69 -5.25 2.95
H 8.93 -7.30 3.63
H 10.20 -7.34 5.75
H 10.23 -5.33 7.19
H 8.99 -3.28 6.50
*
```

***

(4)
DFT (wB97M-V/def2-TZVPD) results for an isolated molecule of C9H15NOS at a distorted geometry.

Calculated values
Relative energy (zero: lowest compared OMol25 entry of this formula, charge and spin) ... 117.9 kcal per mole
Orbital gap (alpha / beta) ... 8.310 / 7.061 eV
HOMO energy (alpha / beta) ... -8.47 / -8.12 eV
Calculated total energy ... -23943.0431 eV

The geometry in ORCA input format:
```
! RIJCOSX wB97M-V def2-TZVPD def2/J DEFGRID3
* xyz 0 1
C -0.31 -0.13 -0.18
C -0.50 0.04 -1.47
C -1.31 0.06 0.90
C -1.19 0.64 -2.54
C -1.71 1.50 1.10
C 1.62 -0.20 1.69
C 2.19 -0.39 -0.79
C 0.92 -2.21 0.42
C 1.13 -0.70 0.32
N -2.09 1.85 -2.38
O -2.60 2.11 0.29
S -2.01 2.86 -1.19
H -2.24 -0.48 0.78
H -0.98 -0.45 1.82
H -0.67 1.03 -3.44
H -1.85 -0.03 -3.10
H -2.25 1.61 2.11
H -0.82 2.10 1.13
H 2.10 0.73 1.58
H 0.84 -0.12 2.50
H 2.30 -0.87 2.14
H 1.83 -0.94 -1.75
H 3.14 -0.78 -0.39
H 2.05 0.65 -1.02
H -0.15 -2.40 0.71
H 1.53 -2.69 1.22
H 1.06 -2.78 -0.44
*
```

***

(5)
DFT (wB97M-V/def2-TZVPD) results for a cluster of 7 separate species, C51H66Br3Cl2F4N8O7P2 in total at a distorted geometry.

Calculated values
Orbital gap ... 7.105 eV
HOMO energy ... -10.29 eV
Calculated total energy ... -344820.0540 eV

The geometry in ORCA input format:
```
! RIJCOSX wB97M-V def2-TZVPD def2/J DEFGRID3
* xyz 1 1
C 3.00 -3.22 -2.91
N 3.89 -2.76 -1.81
C 4.75 -1.61 -2.18
C 4.51 -0.27 -1.27
C 2.99 -0.28 -0.82
C 2.34 1.15 -0.49
C 0.72 0.91 -0.57
C 0.03 2.35 -0.67
C 0.10 2.95 -2.17
C -0.94 2.27 -3.18
O -2.02 1.55 -2.53
C -3.15 2.36 -2.29
C -3.15 3.94 -2.14
O -4.25 1.76 -2.16
N 5.53 -0.39 -0.16
P 5.25 -1.73 1.01
O 6.43 -2.73 0.92
C 5.71 0.92 0.61
F 4.75 1.09 1.64
Br 7.47 0.68 1.57
C 5.92 2.17 -0.36
C 5.68 3.56 0.47
Cl 4.03 4.21 -0.09
C 6.80 4.67 0.13
C 6.43 5.97 1.00
Cl 8.47 4.14 0.75
O 5.06 2.23 -1.51
C 4.97 0.95 -2.21
C 6.45 0.74 -2.87
C 6.94 2.03 -3.71
C 8.51 1.94 -4.09
F 8.64 2.80 -5.25
Br 9.11 0.15 -4.67
C 9.46 2.60 -2.97
F 9.28 2.05 -1.69
F 10.81 2.30 -3.34
Br 9.28 4.56 -3.06
P 3.87 1.28 -3.71
O 2.40 0.94 -3.62
O 4.47 0.51 -5.13
O 3.95 2.96 -4.07
H 2.34 -2.39 -3.34
H 2.28 -3.98 -2.44
H 3.53 -3.73 -3.77
H 4.43 -3.54 -1.41
H 5.85 -1.96 -2.06
H 4.61 -1.42 -3.30
H 2.37 -0.69 -1.69
H 2.73 -0.95 0.06
H 2.53 1.53 0.57
H 2.55 1.95 -1.27
H 0.44 0.23 -1.43
H 0.44 0.47 0.46
H -1.06 2.29 -0.30
H 0.53 3.14 0.00
H -0.21 4.05 -2.07
H 1.16 2.96 -2.60
H -1.35 3.02 -3.94
H -0.35 1.51 -3.80
H -4.25 4.28 -2.13
H -2.66 4.46 -3.04
H -2.65 4.24 -1.16
H 6.49 -0.60 -0.52
H 4.07 -2.49 0.78
H 5.21 -1.30 2.39
H 7.04 2.19 -0.62
H 5.67 3.41 1.59
H 6.86 4.91 -0.99
H 7.29 6.72 1.03
H 5.49 6.50 0.62
H 6.22 5.70 2.10
H 6.46 -0.12 -3.63
H 7.26 0.55 -2.10
H 6.40 2.15 -4.70
H 6.82 3.01 -3.15
H 3.66 0.19 -5.60
H 4.27 3.06 -5.00
N 9.36 -4.40 -1.19
C 10.49 -5.05 -1.50
C 11.26 -5.74 -0.58
C 10.84 -5.77 0.74
C 9.68 -5.11 1.09
C 8.97 -4.45 0.10
H 10.78 -5.00 -2.54
H 12.17 -6.25 -0.89
H 11.42 -6.30 1.49
H 9.32 -5.11 2.12
H 8.05 -3.92 0.32
N -6.60 5.36 -0.33
C -7.53 5.84 0.51
C -8.34 5.04 1.29
C -8.18 3.66 1.21
C -7.23 3.14 0.36
C -6.46 4.03 -0.39
H -7.62 6.92 0.53
H -9.08 5.48 1.95
H -8.80 3.00 1.81
H -7.07 2.07 0.27
H -5.70 3.67 -1.07
N 3.33 -2.64 3.38
C 2.38 -2.17 4.21
C 1.57 -2.98 4.99
C 1.74 -4.35 4.91
C 2.72 -4.86 4.06
C 3.48 -3.97 3.32
H 2.28 -1.09 4.23
H 0.82 -2.54 5.64
H 1.13 -5.02 5.50
H 2.88 -5.93 3.97
H 4.26 -4.32 2.65
N -11.46 2.94 1.95
C -11.86 3.32 0.73
C -12.61 2.51 -0.12
C -12.96 1.24 0.33
C -12.55 0.83 1.59
C -11.81 1.71 2.36
H -11.56 4.31 0.43
H -12.91 2.86 -1.10
H -13.54 0.58 -0.31
H -12.81 -0.15 1.96
H -11.47 1.44 3.35
N -12.68 -2.34 0.73
C -12.48 -3.37 1.57
C -11.39 -4.22 1.50
C -10.45 -4.00 0.51
C -10.62 -2.94 -0.37
C -11.75 -2.14 -0.22
H -13.25 -3.51 2.32
H -11.28 -5.04 2.20
H -9.58 -4.64 0.42
H -9.91 -2.74 -1.16
H -11.93 -1.30 -0.88
N -9.24 -3.55 3.97
C -8.12 -4.23 3.68
C -7.37 -4.92 4.61
C -7.80 -4.92 5.93
C -8.95 -4.22 6.26
C -9.63 -3.56 5.25
H -7.82 -4.20 2.63
H -6.47 -5.46 4.32
H -7.24 -5.45 6.69
H -9.31 -4.19 7.28
H -10.54 -3.00 5.46
*
```

***

(6)
DFT (wB97M-V/def2-TZVPD) results for a cluster of 6 separate species, C5H21NO6 in total at a distorted geometry.

Calculated values
Relative energy (zero: lowest compared OMol25 entry of this formula, charge and spin) ... 81.9 kcal per mole
Orbital gap ... 9.031 eV
HOMO energy ... -8.83 eV
Calculated total energy ... -19297.8011 eV
SMILES ... CCN(C)CC=O.O.O.O.O.O

The geometry in ORCA input format:
```
! RIJCOSX wB97M-V def2-TZVPD def2/J DEFGRID3
* xyz 0 1
C 0.92 0.36 2.76
C -0.03 0.11 1.65
N 0.19 -1.14 0.83
C 1.48 -1.78 0.75
C -0.24 -0.77 -0.58
C -0.82 -2.02 -1.33
O -0.82 -2.07 -2.55
H 0.26 0.59 3.61
H 1.60 -0.60 2.87
H 1.54 1.24 2.60
H -1.06 -0.07 2.14
H 0.01 0.96 0.98
H 1.83 -2.06 1.75
H 1.46 -2.62 0.01
H 2.20 -0.97 0.37
H 0.62 -0.38 -1.17
H -1.18 -0.09 -0.53
H -1.10 -2.93 -0.70
H -2.94 -0.37 1.17
H -2.76 -1.56 0.40
O -3.29 -1.23 1.05
H -0.52 -0.37 -3.45
H 0.74 0.47 -3.75
O -0.16 0.47 -3.42
H 2.47 0.44 0.04
H 2.32 1.75 -0.76
O 2.83 1.10 -0.37
H -1.51 1.95 -0.18
H -1.98 3.08 0.39
O -1.98 2.16 0.57
H 0.23 2.85 -1.74
H -0.24 1.44 -2.06
O -0.07 2.04 -1.31
*
```

***

(7)
DFT (wB97M-V/def2-TZVPD) results for an isolated molecule of C3H9O2P at a distorted geometry.

Calculated values
Relative energy (zero: lowest compared OMol25 entry of this formula, charge and spin) ... 49.0 kcal per mole
Orbital gap ... 9.780 eV
HOMO energy ... -9.15 eV
Calculated total energy ... -16638.8956 eV
SMILES ... CCC(O)(O)P

The geometry in ORCA input format:
```
! RIJCOSX wB97M-V def2-TZVPD def2/J DEFGRID3
* xyz 0 1
C 1.12 0.62 -1.37
C 0.20 -0.53 -0.81
C -0.30 -0.14 0.69
O -0.96 1.05 0.84
O 0.84 -0.29 1.51
P -1.50 -1.43 1.43
H 0.49 1.35 -1.84
H 1.74 0.07 -2.04
H 1.59 1.04 -0.50
H 0.90 -1.44 -0.87
H -0.61 -0.56 -1.53
H -0.50 1.89 1.05
H 1.53 0.31 1.12
H -2.26 -0.45 2.02
H -2.28 -1.47 0.31
*
```

***

(8)
DFT (wB97M-V/def2-TZVPD) results for a structure of composition C3H8N4O at a distorted geometry.

Calculated values
Relative energy (zero: lowest compared OMol25 entry of this formula, charge and spin) ... 157.6 kcal per mole
Orbital gap ... 9.224 eV
HOMO energy ... -8.84 eV
Calculated total energy ... -11242.7902 eV

The geometry in ORCA input format:
```
! RIJCOSX wB97M-V def2-TZVPD def2/J DEFGRID3
* xyz 0 1
C -0.54 -0.53 2.70
C -0.22 -0.42 0.11
C 1.26 0.14 -0.09
H -1.60 -0.45 3.12
H -0.17 -1.35 3.06
H 0.32 0.22 2.96
H -2.37 -0.09 -0.81
H -0.50 -0.28 -3.03
H -0.87 1.31 -2.29
H 2.73 0.90 -1.44
H 0.84 0.94 -1.88
N -0.85 -0.70 1.17
N -1.09 -0.51 -0.94
N -0.48 0.29 -2.28
N 1.70 0.78 -1.24
O 1.82 -0.23 0.88
*
```

***

(9)
DFT (wB97M-V/def2-TZVPD) results for a structure of composition C20H21O14V at a distorted geometry.

Calculated values
Expectation value of S² ... 0.766
Orbital gap (alpha / beta) ... 5.063 / 5.062 eV
HOMO energy (alpha / beta) ... 0.38 / 0.38 eV
Calculated total energy ... -75432.2035 eV

The geometry in ORCA input format:
```
! RIJCOSX wB97M-V def2-TZVPD def2/J DEFGRID3
* xyz -3 2
O 0.24 0.41 -1.28
V -1.22 0.84 -1.30
C -1.36 3.25 -4.95
C -1.22 2.65 -3.69
C -0.58 3.50 -2.59
O -0.26 2.97 -1.49
C -0.32 4.89 -2.80
C -0.66 5.48 -4.01
C -0.98 4.59 -5.20
O -0.85 4.96 -6.39
O -0.64 6.74 -4.12
O -1.52 1.49 -3.34
H -1.83 2.70 -5.76
H -0.05 5.51 -1.96
C -1.93 1.44 2.94
C -2.92 2.14 3.63
C -3.88 3.04 2.86
O -4.77 3.74 3.44
C -3.73 3.21 1.49
C -2.85 2.36 0.75
C -1.77 1.52 1.53
O -0.91 0.91 0.85
O -2.83 2.20 -0.48
O -3.09 1.89 4.85
H -1.29 0.68 3.38
H -4.32 3.86 0.86
C -3.06 -3.13 -1.72
C -2.19 -1.92 -1.52
O -1.01 -1.86 -1.89
O -2.74 -0.87 -1.05
H -3.96 -3.15 -1.10
H -2.54 -4.05 -1.43
H -3.41 -3.29 -2.75
C 0.91 -4.76 0.04
O 2.22 -5.28 -0.02
C 2.94 -4.96 1.17
C 3.19 -3.48 1.43
O 4.06 -3.29 2.52
C 3.94 -2.12 3.28
C 4.01 -0.79 2.56
O 2.91 -0.76 1.68
C 2.61 0.43 0.94
H 0.82 -3.67 -0.01
H 0.41 -5.02 0.98
H 0.30 -5.13 -0.78
H 3.86 -5.56 1.22
H 2.36 -5.40 2.00
H 2.22 -2.99 1.50
H 3.61 -3.01 0.53
H 4.75 -2.15 4.01
H 2.96 -2.07 3.79
H 4.89 -0.76 1.90
H 4.00 0.04 3.27
H 1.92 0.13 0.15
H 3.49 0.85 0.45
H 2.06 1.05 1.65
*
```

***

(10)
DFT (wB97M-V/def2-TZVPD) results for an isolated molecule of C4H4F2O3 at a distorted geometry.

Calculated values
Relative energy (zero: lowest compared OMol25 entry of this formula, charge and spin) ... 41.2 kcal per mole
Orbital gap ... 9.535 eV
HOMO energy ... -9.00 eV
Calculated total energy ... -15786.7074 eV
SMILES ... COC(=O)OC=C(F)F

The geometry in ORCA input format:
```
! RIJCOSX wB97M-V def2-TZVPD def2/J DEFGRID3
* xyz 0 1
C -1.69 0.62 0.17
C 1.19 1.34 -0.17
C 2.12 -0.94 0.04
C -2.64 -0.36 -0.02
O -0.22 0.52 0.15
O 1.19 2.50 -0.31
O 2.10 0.46 -0.26
F -2.36 -1.63 -0.21
F -3.98 -0.19 0.09
H -2.15 1.52 0.12
H 1.90 -1.04 1.17
H 3.09 -1.25 -0.15
H 1.46 -1.56 -0.61
*
```

***

(11)
DFT (wB97M-V/def2-TZVPD) results for a structure of composition C3H3ClI2O2 at a distorted geometry.

Calculated values
Relative energy (zero: lowest compared OMol25 entry of this formula, charge and spin) ... 73.8 kcal per mole
Orbital gap (alpha / beta) ... 7.339 / 7.339 eV
HOMO energy (alpha / beta) ... -8.30 / -8.30 eV
Calculated total energy ... -35974.1586 eV

The geometry in ORCA input format:
```
! RIJCOSX wB97M-V def2-TZVPD def2/J DEFGRID3
* xyz 0 1
C 0.06 -1.18 -0.53
C 1.77 0.31 -0.46
C -1.93 0.62 1.35
O 0.71 -2.08 -0.94
O 0.42 0.06 -0.46
Cl -3.06 0.71 2.58
I -2.00 -1.60 -0.07
I -2.38 2.07 -0.15
H 2.10 0.46 0.67
H 2.10 1.20 -1.02
H 2.20 -0.57 -0.95
*
```

***

(12)
DFT (wB97M-V/def2-TZVPD) results for a cluster of 3 separate species, C3H14NO2 in total at a distorted geometry.

Calculated values
Relative energy (zero: lowest compared OMol25 entry of this formula, charge and spin) ... 23.0 kcal per mole
Orbital gap ... 12.575 eV
HOMO energy ... -15.69 eV
Calculated total energy ... -8916.7871 eV

The geometry in ORCA input format:
```
! RIJCOSX wB97M-V def2-TZVPD def2/J DEFGRID3
* xyz 1 1
C 0.70 0.88 2.27
C 0.87 0.60 0.79
N -0.45 0.11 0.27
C -0.73 -1.35 0.48
H 1.56 1.47 2.59
H -0.22 1.38 2.58
H 0.86 0.03 2.96
H 1.19 1.57 0.39
H 1.63 -0.08 0.43
H -0.55 0.37 -0.72
H -1.21 0.62 0.71
H 0.21 -1.85 0.59
H -1.22 -1.69 -0.39
H -1.20 -1.49 1.45
H -1.49 -0.08 -2.96
H -2.42 0.93 -2.17
O -1.57 0.47 -2.18
H 1.70 0.00 -2.14
H 1.00 -1.00 -2.92
O 1.35 -0.90 -2.02
*
```

***

(13)
DFT (wB97M-V/def2-TZVPD) results for a structure of composition C5H9N5 at a distorted geometry.

Calculated values
Relative energy (zero: lowest compared OMol25 entry of this formula, charge and spin) ... 23.3 kcal per mole
Expectation value of S² ... 2.019
Orbital gap (alpha / beta) ... 8.328 / 6.645 eV
HOMO energy (alpha / beta) ... -16.66 / -18.71 eV
Calculated total energy ... -12758.6364 eV

The geometry in ORCA input format:
```
! RIJCOSX wB97M-V def2-TZVPD def2/J DEFGRID3
* xyz 2 3
C 0.09 -1.58 0.14
C -3.12 -0.42 -0.20
C 1.47 -1.28 0.07
C -2.48 0.92 -0.14
C -1.06 -0.79 0.10
N -2.22 -1.34 -0.04
N 3.22 0.30 -0.26
N -0.05 1.52 0.28
N 1.94 -0.02 0.06
N -1.17 0.61 0.09
H 0.03 -2.71 0.39
H -4.21 -0.66 -0.37
H 2.14 -2.08 -0.23
H -2.83 1.90 -0.40
H 3.62 1.22 0.04
H 3.75 -0.59 -0.09
H -0.34 2.15 1.04
H 0.13 2.01 -0.67
H 1.10 0.83 0.20
*
```